C10H14BNO3 | wB97M-V/def2-TZVPD

Structure (XYZ):
```
29
Properties=species:S:1:pos:R:3:forces:R:3
C 0.534025 -2.516421 -2.136514 -0.12 -1.32 -0.03
C -0.856961 -1.970951 -2.368007 -0.25 -0.04 1.11
O -0.783641 -0.612883 -2.753175 1.06 1.56 0.14
C -0.136414 0.221283 -1.822435 -1.49 -0.35 -1.48
C 0.382228 1.411259 -2.359672 -0.02 -1.50 -0.46
C 1.068978 2.254566 -1.536273 0.68 1.57 -0.27
C 1.189449 2.028759 -0.189202 -0.31 0.28 0.80
C 0.549385 0.937656 0.343651 -0.13 0.14 0.66
C -0.112619 -0.003693 -0.447106 0.43 0.34 1.29
B -0.618204 -0.922259 0.707709 -1.04 -1.05 -0.51
O -1.613039 -1.841330 0.494890 0.33 -0.47 1.45
O -0.124248 -0.663903 1.997642 -0.57 0.08 -2.37
C 0.446470 0.634905 1.839834 0.96 0.73 -0.26
C -0.356166 1.603262 2.723999 -0.40 -0.81 0.03
N -0.556753 0.978276 4.018080 -0.02 0.39 0.95
H 1.152278 -2.509607 -3.026377 -0.03 0.15 -0.36
H 1.037713 -1.925539 -1.391176 0.26 0.04 0.30
H 0.514732 -3.570579 -1.792120 -0.14 0.54 -0.06
H -1.464610 -2.548534 -3.065312 0.30 0.36 -0.43
H -1.431527 -1.929760 -1.448520 0.09 -0.77 -0.05
H 0.358736 1.550971 -3.438631 -0.17 0.03 0.27
H 1.524456 3.176582 -1.918720 -0.21 -0.46 -0.12
H 1.656890 2.755090 0.452054 0.30 0.14 0.09
H -1.779694 -2.307341 1.332591 -0.22 0.07 -0.38
H 1.469477 0.598876 2.222333 0.05 0.00 0.29
H -1.376639 1.815349 2.352401 0.59 -0.10 -0.32
H 0.171830 2.546716 2.818884 0.07 0.14 0.05
H 0.302293 0.646400 4.448141 0.00 0.23 -0.18
H -1.148425 0.162850 3.941031 -0.01 0.08 -0.17
```
Forces are in eV/Å.

HOMO level = -8.6 eV
structure (SMILES) = CCOc1cccc2c1B(O)O[C@@H]2CN
relative energy (zero: lowest compared OMol25 entry of this formula, charge and spin) = 30.2 kcal/mol
Kohn-Sham gap = 9.11 eV